{
  "formula": "CH4ClPS",
  "method": "wB97M-V/def2-TZVPD",
  "symbols": ["C", "P", "S", "Cl", "H", "H", "H", "H"],
  "coordinates": [[1.221114, -0.541534, 0.497724], [-1.510167, 0.167139, -0.493815], [0.419140, 0.974359, -0.440102], [-0.021154, -1.452612, 1.325488], [2.123426, -0.084168, 1.070912], [1.682611, -1.138172, -0.230805], [-2.180677, 1.349444, 0.148480], [-1.734293, 0.725543, -1.877883]],
  "atomic_forces_ev_per_a": [[0.9, 1.7, 1.4], [-3.4, 0.2, -1.0], [2.4, 1.7, -0.7], [0.3, -0.6, 1.1], [-1.9, -0.7, -0.2], [0.4, -0.9, -1.4], [0.9, -1.1, -0.5], [0.4, -0.2, 1.3]],
  "nbo_charge": [-0.661, 0.004, 0.204, -0.032, 0.237, 0.215, 0.046, -0.013],
  "homo_energy_ev": [-4.74, -9.55],
  "e_above_lowest_kj_mol": 330.2,
  "total_charge": 0,
  "largest_force_ev_per_a": 3.5,
  "multiplicity": 3,
  "orbital_gap_ev": [5.50, 6.41]
}